# 1
{
  "formula": "C24H58BeP2Si4Te",
  "method": "ωB97M-V/def2-TZVPD",
  "symbols": ["C", "H", "H", "C", "H", "H", "C", "C", "H", "H", "Te", "H", "C", "Si", "H", "C", "H", "H", "H", "C", "H", "P", "C", "H", "C", "C", "H", "C", "C", "Si", "C", "H", "H", "C", "H", "C", "C", "H", "C", "H", "H", "H", "H", "H", "C", "P", "H", "H", "H", "H", "H", "C", "H", "H", "H", "H", "H", "H", "C", "H", "H", "H", "C", "H", "Si", "H", "H", "H", "C", "H", "H", "C", "H", "H", "H", "H", "H", "H", "H", "Si", "H", "H", "H", "H", "H", "H", "H", "C", "Be", "H"],
  "positions_angstrom": [[-3.35840, -0.19821, 4.06130], [2.45628, 2.89860, 4.68950], [-2.25181, -2.56766, -5.93691], [1.39162, 1.18919, -2.68400], [1.80400, -3.16176, -4.79914], [-2.85873, -3.23709, 4.41140], [-1.82926, -2.85740, 4.32015], [-1.36831, 2.89764, -5.36034], [1.48978, 4.10148, -4.77000], [0.41175, -2.68257, 1.83599], [0.11579, -0.08584, 1.12814], [0.59236, 3.21677, -2.96398], [-0.44026, -0.38898, -6.35176], [1.95147, -1.01240, 4.86693], [0.94530, 1.88078, 7.09198], [-1.23310, -2.93708, -5.77274], [-3.61835, 0.72679, 4.59183], [2.31470, 2.86258, -5.70230], [1.37641, 4.21327, 4.15652], [-1.52456, 3.08518, 4.11086], [2.76569, -1.58238, 7.09805], [-0.13438, -1.71703, -5.07314], [1.33279, 3.28570, -5.48256], [-0.86990, -3.01161, -3.24503], [0.03873, 2.32007, 6.65704], [0.73406, -1.54788, -2.86964], [2.42384, -0.50244, -3.58176], [0.29589, 2.17875, -3.19711], [3.45655, -0.12242, 4.17221], [0.05604, 0.04169, 3.98827], [-0.62366, -1.94999, -3.37221], [3.35587, 0.07163, 3.09517], [2.40157, 1.57431, -2.89775], [-1.58912, 0.51173, -3.36299], [2.16371, -2.94571, 3.28894], [1.55810, 3.13000, 4.10273], [0.38070, 0.82731, -6.32127], [-1.49973, -3.01842, 3.28509], [-1.93086, -0.91616, 6.69749], [-2.41373, 2.82248, 4.69818], [3.64343, 0.83357, 4.68017], [-2.20499, 2.21502, -5.57320], [-1.06756, 0.40744, -4.31849], [-2.60807, 0.76237, -3.68194], [-1.72134, -0.99873, -2.87366], [0.18656, 2.06739, -4.95761], [2.23092, -1.69337, -5.71592], [1.03509, -3.35009, 4.60921], [-3.20511, 0.04142, 3.00080], [0.37855, -2.49563, 0.02724], [-4.20659, -0.89411, 4.13770], [1.36437, -0.30217, -3.32860], [0.99453, -0.10749, -4.34409], [0.97911, 3.76664, -6.41553], [-1.69768, 3.58597, -4.56639], [-1.64131, 2.27163, -2.05666], [1.75205, 2.86634, 3.05458], [-1.70110, -1.01455, -1.77746], [-0.09058, -2.22311, 0.98420], [1.45724, 0.64799, -6.38654], [-0.83088, 1.82398, 7.10555], [-0.89368, -3.31620, -6.74984], [1.96528, -0.91152, 6.75133], [-2.78036, -1.53470, 7.02465], [-1.85380, -1.04200, 4.81592], [1.29933, -2.98689, -6.49453], [-0.23446, -0.92504, -7.28308], [0.14310, 1.43676, -7.19486], [1.43598, -2.43827, -5.54395], [1.41832, -2.28939, -2.44074], [1.42096, 1.20237, -1.51142], [-1.09714, 1.73027, -2.82827], [4.33178, -0.77265, 4.32483], [-1.19593, 3.50138, -6.26672], [-1.18730, -3.45084, 4.98542], [2.78870, -3.31125, 4.91686], [-2.10885, 0.11026, 7.04106], [-1.02856, -1.29531, 7.19178], [-1.71280, 2.82076, 3.06185], [0.03093, 2.25407, 4.77104], [-1.52211, -0.21626, -6.36878], [-2.68412, -1.39618, -3.24565], [-1.15915, -2.43821, 0.97460], [-1.35216, -3.84100, -5.15226], [1.02620, -1.24148, 7.21078], [2.19029, 0.10028, 7.11055], [0.00689, 3.38302, 6.94268], [1.96852, -2.82333, 4.36442], [0.83612, 0.08388, -1.41045], [-1.37703, 4.17333, 4.16949]],
  "forces_ev_per_a": [[-0.370, -0.262, 0.056], [-0.192, 0.031, -0.119], [0.145, 0.196, 0.177], [1.169, 1.099, -1.694], [-0.261, 0.370, -0.209], [0.213, -0.135, -0.021], [-0.372, -0.273, 0.055], [-0.679, 0.511, -0.557], [-0.204, -0.309, 0.050], [-0.120, -0.006, -0.149], [0.696, 0.837, -0.560], [-0.407, -0.416, -0.026], [-0.743, -1.376, -0.462], [-1.266, 0.818, -0.251], [-0.211, 0.097, -0.168], [-1.043, -1.514, -1.414], [0.062, -0.187, -0.103], [0.081, -0.039, 0.056], [0.233, -0.081, -0.036], [0.045, 0.426, 0.025], [-0.085, 0.139, 0.224], [-1.299, -0.605, -2.345], [1.392, 1.465, -1.575], [0.217, 0.376, 0.042], [0.001, 0.550, 0.111], [0.861, 0.094, 3.925], [-0.126, 0.106, 0.677], [-0.406, -2.996, 3.284], [0.478, -0.286, 0.067], [-0.337, -0.544, 0.259], [1.303, 2.175, 1.858], [-0.053, -0.085, 0.256], [-0.079, -0.312, 0.124], [-2.065, -1.182, -1.252], [-0.045, 0.053, 0.261], [-0.040, 0.439, 0.021], [0.898, 1.277, -0.166], [-0.073, 0.115, 0.278], [-0.624, -0.393, 0.165], [0.192, 0.036, -0.114], [-0.074, -0.237, -0.095], [0.368, 0.077, 0.253], [0.112, -0.228, -0.631], [-0.544, -0.472, -0.019], [-0.172, -0.033, -0.205], [-1.647, 0.878, -2.068], [-0.347, -0.211, 0.240], [0.247, 0.230, -0.054], [0.034, -0.075, 0.227], [-0.208, -0.048, 0.395], [-0.056, 0.250, -0.057], [1.856, 0.359, -0.660], [-0.446, 0.590, -0.539], [0.293, -0.302, 0.332], [0.340, -0.458, -0.176], [0.132, 0.030, -0.324], [-0.071, 0.019, 0.222], [-0.022, -0.135, -0.040], [0.112, 0.232, -0.249], [-0.018, -0.293, -0.018], [0.208, 0.110, -0.180], [-0.085, 0.274, 0.153], [0.518, -0.327, 0.151], [0.088, 0.122, 0.255], [1.306, 0.889, -0.148], [-0.049, 0.367, 0.399], [0.070, -0.012, -0.169], [-0.049, 0.089, -0.198], [1.258, -0.404, -0.260], [-0.415, 0.194, -0.399], [0.938, 2.659, -0.396], [1.807, 1.681, 2.918], [0.037, 0.268, -0.083], [-0.067, -0.307, 0.103], [-0.147, 0.135, -0.139], [-0.173, -0.077, -0.209], [0.032, -0.221, -0.135], [-0.210, 0.079, -0.196], [0.074, 0.019, 0.228], [-0.022, -1.400, -0.282], [0.154, 0.228, 0.155], [0.133, 0.398, 0.292], [0.198, -0.185, 0.016], [0.264, 0.472, -0.027], [0.225, 0.077, -0.187], [-0.049, -0.216, -0.107], [0.011, -0.154, 0.181], [0.392, -0.341, 0.093], [-2.991, -4.711, 0.922], [-0.231, -0.086, -0.033]],
  "relative_energy_kj_mol": 0.00,
  "e_lumo_ev": [-0.42, -0.38],
  "total_charge": 0
}

=====

# 2
{
  "formula": "C24H58O11",
  "method": "ωB97M-V/def2-TZVPD",
  "symbols": ["H", "H", "H", "H", "C", "H", "C", "H", "C", "C", "O", "H", "H", "H", "H", "H", "C", "C", "H", "C", "H", "O", "C", "C", "O", "H", "H", "O", "H", "H", "H", "H", "H", "H", "H", "H", "H", "H", "H", "C", "H", "H", "H", "H", "O", "H", "H", "H", "O", "C", "C", "H", "O", "C", "H", "H", "H", "H", "H", "H", "H", "O", "H", "C", "C", "H", "H", "H", "C", "C", "C", "H", "O", "C", "H", "C", "H", "C", "H", "H", "H", "H", "C", "H", "H", "C", "H", "C", "H", "O", "O", "H", "H"],
  "positions_angstrom": [[0.92085, -3.97753, 1.94039], [2.77585, -0.93870, -4.90064], [-5.17322, 2.08102, 5.30262], [3.79885, 0.70427, -3.23501], [4.68001, -2.59691, -4.42341], [3.25181, -2.11228, -7.54117], [0.35853, 6.11771, -3.32962], [-4.71083, -0.37846, 4.64760], [3.50722, -2.68048, -6.64274], [-3.64307, -0.15031, 4.69373], [-1.97396, 1.56056, 4.40959], [-6.18818, -2.75127, 0.76417], [-3.27657, -0.39434, 5.69641], [-1.35968, -4.78085, 2.14242], [-0.87651, 0.92524, -0.29182], [5.25983, -1.96916, -3.74140], [-5.38625, -4.65440, 1.36460], [0.55397, -6.22079, 0.73032], [5.26238, -3.49235, -4.65492], [1.81576, -1.43503, 3.75092], [-3.74106, 2.07619, 6.35442], [2.45845, -1.13232, 2.48295], [-4.09200, 2.23750, 5.32972], [0.06577, 5.44132, -1.99936], [-4.33054, -2.50194, 1.56518], [0.65562, -6.38722, 1.80754], [0.40053, 7.19228, -0.76692], [1.23845, 4.76943, -1.54058], [1.16621, 6.84974, -3.22610], [-0.52716, 6.62797, -3.71631], [-1.78217, -3.66610, 0.85153], [5.48838, 2.30700, -4.17541], [-2.09562, -5.40293, 0.64900], [1.55309, -6.32361, 0.29857], [0.68993, 5.38339, -4.06907], [3.77548, -2.89808, -3.88507], [-3.71041, 1.51912, 3.33979], [2.60399, 3.48022, -3.74800], [0.52662, -0.94441, 1.50210], [-3.37862, 1.30949, 4.36010], [4.05459, -3.57838, -6.94069], [-1.66954, 1.37800, 5.30833], [-3.11484, -0.80534, 3.99550], [-3.79592, -2.85984, 2.28655], [2.22275, -0.70243, 4.91223], [-4.75393, -5.08020, 2.15053], [1.29238, 2.30853, -0.66139], [1.87691, -0.24446, -0.40765], [-2.43015, 3.98569, 2.02165], [1.45656, -0.34154, 1.77874], [2.72482, 2.41517, -3.97079], [1.09673, 0.46495, 2.52798], [0.86418, -3.84886, 0.98294], [-0.01036, -4.83732, 0.44652], [3.20382, 2.85977, -1.48794], [-4.87572, -4.83543, 0.41494], [3.13187, 0.65816, 0.55641], [-6.42056, -1.81524, 3.05724], [1.93230, 5.43087, -1.41682], [-7.26924, -3.37162, 2.94612], [-1.28958, 6.96878, -1.26798], [-1.05044, 2.97017, 0.45408], [-5.68742, -3.25526, 3.74711], [-1.39427, -4.66830, 1.05369], [-5.59330, -3.16381, 1.58350], [1.73403, 0.15329, 4.83888], [-0.80507, 2.96787, 2.71537], [-0.77596, 1.19303, 1.53195], [-0.44637, 1.61849, 0.52258], [-1.39768, 3.30807, 1.80368], [4.32804, -1.82829, -5.68757], [2.56237, -2.98448, -6.18089], [0.88170, -2.28553, 3.88461], [1.99812, 0.46012, 0.49820], [5.80895, 1.94995, -2.46518], [5.10138, 2.41258, -3.15874], [-0.08840, -7.00221, 0.31572], [-0.38175, 6.44862, -0.95259], [-0.57746, 5.95010, 0.00035], [5.06273, 3.47789, -2.90817], [-3.88334, 3.28218, 5.08429], [5.24451, -1.49851, -6.18431], [3.72807, 1.77409, -3.02503], [1.73962, 1.95436, -3.85562], [-0.71045, 4.68372, -2.13520], [1.13234, 1.82201, 0.36831], [-0.06046, -4.67577, -0.63392], [-6.28860, -2.89031, 2.90800], [1.47161, 2.50692, 1.22513], [3.26843, 1.91406, -1.68056], [3.58923, -0.65822, -5.34111], [-6.33984, -5.18863, 1.35652], [3.04087, 2.30957, -5.01164]],
  "forces_ev_per_a": [[-0.053, 0.153, -0.114], [0.133, 0.004, -0.094], [0.071, 0.008, 0.036], [-0.036, 0.094, 0.182], [0.259, 0.054, 0.139], [0.095, -0.042, 0.061], [-0.018, -0.162, -0.259], [0.074, -0.006, 0.018], [0.031, 0.035, -0.313], [0.038, -0.222, -0.190], [0.384, 0.076, -0.255], [0.214, 0.097, 0.017], [-0.095, 0.112, 0.024], [0.093, -0.132, -0.045], [0.549, 1.406, 1.105], [0.008, -0.050, -0.102], [-0.026, -0.132, -0.273], [0.163, -0.168, -0.210], [-0.054, 0.035, 0.051], [-2.981, -2.547, 0.355], [-0.054, -0.149, -0.038], [-1.848, -0.221, 2.861], [-0.059, 0.319, -0.086], [0.192, 0.633, 0.000], [0.043, 0.239, -0.213], [-0.142, 0.045, -0.029], [-0.018, 0.018, -0.164], [0.230, -0.361, 0.045], [-0.104, 0.050, 0.095], [0.080, -0.004, 0.012], [0.009, -0.106, -0.084], [-0.017, 0.033, 0.063], [-0.001, 0.048, 0.054], [-0.111, 0.023, -0.030], [-0.100, 0.025, 0.054], [-0.007, -0.055, -0.134], [0.247, 0.061, 0.037], [0.097, -0.044, 0.032], [1.469, 0.425, 0.411], [-0.182, -0.193, 0.602], [-0.072, 0.032, 0.019], [-0.145, 0.011, -0.126], [-0.093, 0.084, -0.017], [-0.109, 0.025, -0.117], [-0.747, -0.233, -2.701], [-0.109, 0.067, 0.067], [-0.154, -0.674, 1.882], [0.047, 1.306, 1.247], [3.867, -2.223, -0.939], [-1.060, 1.938, -0.423], [-0.149, -0.098, -0.196], [0.453, -1.036, -1.015], [0.108, 0.155, -0.291], [-0.010, -0.184, 0.754], [-0.071, -0.120, -0.114], [-0.097, 0.052, 0.042], [-1.924, -0.080, 0.135], [-0.035, -0.084, -0.082], [-0.206, -0.009, -0.025], [0.062, 0.024, 0.044], [0.069, -0.008, 0.044], [-0.209, -0.988, 3.167], [-0.017, -0.118, -0.088], [-0.250, 0.171, -0.143], [0.242, -0.367, 0.558], [0.673, -0.679, 0.140], [-0.182, -0.036, -1.591], [0.715, 0.201, -1.424], [0.810, -0.351, 0.049], [-3.755, 2.380, -0.592], [-0.504, -0.435, 0.286], [0.112, -0.049, 0.094], [4.574, 3.604, -1.066], [-0.152, -0.929, 0.049], [-0.065, -0.029, -0.087], [0.253, -0.175, 0.014], [0.046, 0.011, 0.056], [-0.168, -0.104, 0.252], [-0.075, -0.014, -0.136], [-0.103, -0.008, -0.106], [-0.054, -0.110, -0.080], [-0.141, 0.185, 0.065], [0.031, 0.623, -0.080], [0.084, -0.012, -0.019], [0.218, -0.097, 0.121], [-0.100, -0.749, -0.017], [0.119, 0.141, 0.099], [-0.207, 0.223, 0.035], [-0.476, -0.734, -1.346], [0.200, -0.154, -0.020], [0.130, 0.288, -0.086], [0.074, -0.004, 0.019], [-0.024, -0.027, 0.068]],
  "relative_energy_kj_mol": 10.61,
  "smiles": "O=COCCCCOC(=O)O.CC(C)O.CC(C)O.CC(C)O.CC(C)O.CC(C)O.CC(C)O",
  "e_lumo_ev": 0.27,
  "total_charge": 0
}